Below is the molecule C6H10N4O2, with properties calculated with wB97M-V/def2-TZVPD.

Results
**Structure (SMILES)**: [H]/N=C1/C=CC(N)(N)[C@H]([N+](=O)[O-])C1
**ΔE to the lowest compared entry with this formula, charge and spin**: 4.561 eV

Structure (XYZ):
```
22
Properties=species:S:1:pos:R:3:forces:R:3
H 1.87140 3.24251 -1.18172 1.1457 -0.4946 -0.2808
N 0.88924 3.08476 -1.15350 -2.2130 -2.6549 1.2819
C 0.48857 1.90690 -0.71358 0.8412 2.0453 0.2547
C -0.95850 1.81494 -0.34480 1.9484 -0.0745 -1.0215
C -1.49129 0.66205 0.04142 -1.8177 0.6220 2.1925
C -0.88629 -0.66948 0.40994 2.9839 -0.1591 -1.6654
N -0.46040 -0.82761 1.73406 -1.1348 2.2214 1.5135
N -1.64732 -1.71375 -0.03738 -0.8393 -0.8559 -0.3371
C 0.62162 -0.60985 -0.63526 -1.2402 0.7077 1.0512
N 1.25282 -1.81178 -0.18201 0.0903 -0.3293 -0.4656
O 1.08149 -2.83811 -0.85377 0.3186 0.8650 1.0093
O 1.78828 -1.75551 0.93935 0.3525 -0.6400 -1.1797
C 1.32697 0.70758 -0.22503 0.4204 0.4783 -2.1006
H -1.34256 2.83119 -0.40372 -1.0158 -0.5750 -0.0023
H -2.52287 0.66479 0.43542 0.2733 0.1840 -0.4883
H 0.24506 -1.48021 2.04721 -0.1648 -0.5158 -0.9136
H -0.16037 0.07949 2.08962 -0.3217 -0.3522 0.1074
H -1.88790 -2.53742 0.46231 0.3234 -0.1606 0.7130
H -2.08542 -1.65240 -0.91770 -0.2878 0.1845 -0.8594
H 0.19180 -0.72340 -1.64717 0.8165 0.1424 0.4862
H 2.34048 0.82465 -0.73347 -0.9892 -0.4125 1.1091
H 1.34520 0.80065 0.86978 0.5099 -0.2261 -0.4044
```
Forces are in eV/Å.

Electronic structure analysis, Mulliken charges in units of e: 0.240, -0.787, 0.428, -0.329, -0.759, 0.573, -0.586, -0.404, -0.629, 1.051, -0.652, -0.662, -0.412, 0.458, 0.235, 0.315, 0.342, 0.194, 0.168, 0.624, 0.345, 0.248

---

Below is a cluster of 2 separate species, C5H13O in total, with properties calculated with wB97M-V/def2-TZVPD.

Results
**Charge**: -1
**ΔE to the lowest compared entry with this formula, charge and spin**: 0.531 eV

Structure (XYZ):
```
19
Properties=species:S:1:pos:R:3:forces:R:3
C 2.77111 0.19824 -0.99382 -2.4544 0.1078 -0.7181
O 1.36487 0.14194 -0.70987 2.8003 0.4440 -0.3673
H 2.93467 -0.30137 -1.97353 0.3915 0.0493 0.0626
H 3.16058 1.24517 -1.13537 -0.0819 -0.4340 0.2950
H 3.41281 -0.32937 -0.27374 0.0976 0.0527 0.3026
C -0.45124 0.65597 1.48574 -0.3954 0.3641 0.5469
C -1.43048 -0.12422 0.59023 0.8980 -0.7622 -0.2389
C -1.55559 0.65222 -0.71246 -0.3142 0.5933 -0.5052
C -0.74953 -1.47812 0.24040 -0.6834 -0.8495 -0.0690
H -0.37703 0.19145 2.49928 -0.0244 0.3606 -0.5626
H 0.53666 0.65524 0.97177 -0.4805 0.0099 0.2874
H -0.81540 1.71320 1.58363 0.3123 -0.7146 0.1486
H -2.37124 -0.31740 1.10469 -0.3311 0.2121 0.0057
H -2.08934 0.08106 -1.50634 0.2743 0.2658 0.4576
H -0.49360 0.81304 -1.02259 -0.7743 0.0665 -0.1462
H -2.08395 1.63907 -0.59300 0.4436 -0.7514 -0.0067
H -0.57017 -2.08414 1.17090 0.2144 0.5982 -0.6722
H -1.37188 -2.17430 -0.41523 0.3905 1.0206 0.5836
H 0.17876 -1.17768 -0.31070 -0.2829 -0.6332 0.5961
```
Forces are in eV/Å.

Electronic structure analysis, Mulliken charges in units of e: -0.882, -0.743, 0.176, 0.179, 0.238, -1.051, 0.419, -1.170, -1.076, 0.364, 0.107, 0.332, 0.361, 0.333, 0.234, 0.336, 0.332, 0.331, 0.180

---

Below is a structure of composition C24H25Br2N6O2Re, with properties calculated with wB97M-V/def2-TZVPD.

Results
**2S+1**: 2
**Charge**: +3
**Calculated total energy**: -180518.809 eV
**<S²>**: 0.77

Structure (XYZ):
```
60
Properties=species:S:1:pos:R:3:forces:R:3
Re -0.50880 0.00750 0.01570 -0.7430 -2.2558 3.3576
C -1.58590 0.53950 2.78340 -0.3398 -0.6556 0.3218
N -0.98930 1.34820 1.68630 0.0239 -0.2368 -0.8172
C -1.99670 2.31230 1.18680 -0.2901 0.4221 -0.2940
C -2.99600 1.61570 0.28940 -0.4322 0.4339 0.3580
C -4.30040 2.06800 0.14060 0.3373 -0.1112 0.0847
C -5.14050 1.44620 -0.77430 0.2009 -0.0896 -0.0490
C -4.64640 0.38090 -1.51240 0.1952 0.0092 0.1105
C -3.34970 -0.03710 -1.28050 -0.6105 -0.2903 -0.5671
N -2.53680 0.55920 -0.40780 0.6891 -0.0846 -0.1950
C 0.26410 2.00380 2.12500 0.5711 0.1853 -0.0709
C 1.46730 1.11210 1.92420 0.1894 0.3472 0.6359
C 2.64060 1.32630 2.63450 -0.2458 -0.1692 -0.2318
C 3.75660 0.54900 2.35750 -0.1631 -0.0059 -0.1149
C 3.65970 -0.43470 1.38360 -0.2780 0.0023 0.0103
C 2.45120 -0.60680 0.73440 0.8031 -0.4794 -0.1934
N 1.38270 0.15030 0.98890 -0.4176 0.1611 -0.7002
C -1.24140 -0.92670 2.69580 -0.4301 0.3397 2.2881
C -1.31120 -1.73300 3.81430 0.1065 1.0999 -1.2160
C -1.09640 -3.12660 3.68900 0.2247 -1.0187 -0.8012
C -0.80440 -3.65080 2.48120 -0.3315 0.4599 0.4534
C -0.60950 -2.77260 1.28430 0.7987 -0.5338 -0.0546
N -0.92700 -1.37680 1.47460 0.7648 1.9118 -3.2972
H -1.28160 0.92510 3.76190 -0.0927 0.0742 -0.1942
H -2.67870 0.61280 2.72680 0.1649 0.1351 -0.0697
H -2.49930 2.82720 2.01330 0.0634 -0.0432 -0.1038
H -1.49590 3.07140 0.57140 0.0379 -0.0892 0.2357
H -4.65790 2.90190 0.72590 0.0459 0.0756 0.0695
H -6.15630 1.78460 -0.91260 -0.0710 0.0710 0.0138
H -5.24930 -0.11760 -2.25560 -0.0306 -0.0696 -0.0025
H -2.94760 -0.87990 -1.82140 0.0362 -0.0058 -0.0444
H 0.41900 2.90140 1.51780 -0.0870 -0.0445 0.0710
H 0.20280 2.31540 3.17200 -0.0717 0.0318 -0.1345
H 2.68600 2.09870 3.38400 -0.0468 0.1293 0.1172
H 4.68100 0.70930 2.89150 0.0794 0.0249 0.0348
H 4.50270 -1.05570 1.12840 0.0513 -0.1053 -0.0241
H 2.33850 -1.36670 -0.02980 -0.0226 0.0810 -0.0082
H -1.56500 -1.31190 4.77110 -0.0060 0.1802 0.1671
H -1.18760 -3.75700 4.55790 -0.0151 -0.1425 0.0743
H -0.67620 -4.70740 2.31720 0.0981 -0.1591 0.0103
H 0.45570 -2.83970 0.97390 -0.3255 0.0758 0.0731
Br 2.93570 0.64380 -2.46460 0.0679 0.2969 -0.1734
C 1.71320 2.07130 -2.88160 0.5714 -0.6363 -0.5954
Br 0.51750 2.39040 -1.41340 -0.7165 0.1277 0.9233
H 1.10560 1.78310 -3.73590 0.0694 0.0252 0.1884
H 2.27550 2.98830 -3.05160 -0.1601 -0.0868 0.1824
C -2.23010 -5.04620 -1.66100 -0.3381 -0.9792 0.4231
N -1.58330 -3.79480 -2.00820 0.2195 0.4875 0.6413
C -1.35720 -3.45460 -3.31560 0.3026 0.6485 -0.5655
C -0.78180 -2.28190 -3.66050 -0.1238 -0.2193 -0.0561
C -0.43890 -1.35260 -2.62290 0.0075 0.2294 -0.0160
O -0.05360 -0.19390 -2.71960 -0.1580 -0.3225 -0.4375
N -0.61980 -1.78860 -1.30660 -0.1276 0.4839 0.5913
C -1.16890 -2.95860 -1.03900 0.2036 0.1782 -0.1671
O -1.36990 -3.36350 0.20300 -0.3017 -0.0354 -0.1272
H -2.63680 -5.50960 -2.55770 0.0625 0.1393 0.0290
H -3.03780 -4.87310 -0.95010 0.0338 0.0238 -0.1258
H -1.51330 -5.73150 -1.20600 -0.0267 0.0411 -0.0688
H -1.67180 -4.17900 -4.05420 -0.0262 -0.0389 0.0659
H -0.62470 -2.01390 -4.69400 0.0090 -0.0244 -0.0150
```
Forces are in eV/Å.

Electronic structure analysis, Mulliken charges in units of e: -0.167, -1.220, 0.623, -1.385, 1.117, -1.146, -0.398, -0.974, 0.276, 0.229, -1.487, 1.248, -1.036, -0.463, -1.079, -0.301, 0.742, 0.966, -0.839, -0.569, -1.346, 0.503, 0.619, 0.482, 0.480, 0.522, 0.517, 0.531, 0.482, 0.493, 0.266, 0.459, 0.495, 0.574, 0.477, 0.501, 0.705, 0.538, 0.495, 0.541, 0.189, -0.037, -0.598, 0.209, 0.348, 0.467, -0.855, 0.178, -0.098, -0.978, 0.386, -0.419, -0.278, 0.345, -0.285, 0.343, 0.337, 0.335, 0.400, 0.540

---

Below is a structure of composition C13H12N4O4S, with properties calculated with wB97M-V/def2-TZVPD.

Results
**ΔE to the lowest compared entry with this formula, charge and spin**: 15.195 eV

Structure (XYZ):
```
34
Properties=species:S:1:pos:R:3:forces:R:3
C 5.02880 2.14344 1.75178 -0.0384 1.7825 -5.2786
C 4.40526 1.09357 0.89101 1.1714 3.3501 3.1972
N 3.58164 0.41607 1.47465 -7.0094 -7.1373 2.1445
N 2.80272 -0.65781 0.82452 0.8606 0.0743 -0.6421
C 2.96330 -0.96080 -0.56776 0.3331 4.2194 9.4931
N 3.73396 -0.10405 -1.09470 3.6277 2.5937 -5.6759
C 4.43763 0.88192 -0.38389 6.1211 4.0066 -14.7465
O 5.26012 1.71578 -1.31957 -4.5132 -4.5018 5.2852
H 3.86695 -0.15780 -2.23372 0.1862 0.9005 3.8489
S 2.12246 -2.09571 -1.28662 -2.9260 -3.2174 -2.2816
C 1.06659 -2.59247 0.09043 0.3635 -6.6410 -6.3710
H 1.58819 -2.52111 0.88609 3.7678 0.2064 5.5873
H 1.10334 -4.04465 -0.24054 -0.5486 4.4340 1.3071
C -0.27997 -2.19211 0.32826 1.0602 -2.9499 0.1053
O -0.99755 -2.84279 0.99408 -2.2594 -2.7879 3.9628
N -0.73287 -1.26766 -0.36006 7.6671 5.2017 -7.9387
C -1.83816 -0.69514 -0.45647 -11.8707 7.2330 1.2795
C -2.06086 0.39587 -1.40116 2.7745 0.3855 -2.3458
C -3.08286 1.31237 -1.64852 -0.7628 -11.1400 13.4046
C -4.21537 0.98875 -0.56215 8.7016 0.9540 -7.5795
C -4.08238 -0.04837 0.20814 -3.9067 -1.0231 6.5604
C -3.01304 -0.70280 0.56678 7.1804 -1.9472 -5.1079
H -2.79251 -1.44250 1.22116 -0.5632 -1.8735 2.6440
O -5.23081 -0.04847 1.23573 1.7414 0.8729 -5.4961
C -6.03973 1.05386 0.29908 -4.9386 -4.4555 12.6537
O -5.33396 1.54960 -0.56222 -0.5408 6.1105 -5.5222
H -6.25697 1.44022 1.32110 0.0978 2.4048 -1.1832
H -6.93621 0.56953 0.17475 -2.0117 -1.3896 -2.2445
H -3.38098 1.92775 -2.22821 -2.3710 7.9067 -7.9464
H -1.18576 0.59423 -2.10869 -0.7374 -0.5978 0.8145
H 0.02854 -0.80979 -1.21836 -2.5760 -1.7835 3.3763
H 6.01962 1.96291 1.44048 1.9721 0.3740 1.0153
H 4.78526 3.16612 1.27494 0.1954 -1.4607 1.0758
H 4.66562 1.97203 2.68968 -0.2479 -0.1046 2.6045
```
Forces are in eV/Å.

Electronic structure analysis, Mulliken charges in units of e: -1.181, 0.691, -0.492, -0.436, 0.630, -0.022, 0.332, -0.717, 0.362, -0.310, -0.991, 0.584, 0.356, 0.817, -0.639, -0.075, 0.964, -0.270, -1.650, 0.434, 0.465, -0.894, 0.706, -0.487, -0.385, -0.299, 0.308, 0.365, 0.719, 0.096, 0.069, 0.306, 0.236, 0.408

---

Below is a cluster of 2 separate species, C5H8O2 in total, with properties calculated with wB97M-V/def2-TZVPD.

Results
**Structure (SMILES)**: CC(O)=C=O.C=C
**ΔE to the lowest compared entry with this formula, charge and spin**: 2.586 eV

Structure (XYZ):
```
15
Properties=species:S:1:pos:R:3:forces:R:3
C 0.69040 -0.72214 -2.04355 0.0025 -0.0367 -0.0442
C 0.63800 0.43023 -1.08642 -0.2374 0.0836 -0.2404
O 1.56697 0.49476 -0.06014 -0.0470 -0.0929 0.1815
C -0.24590 1.40759 -1.18238 -0.5280 0.5875 -0.0470
O -1.03730 2.27411 -1.25575 0.7248 -0.7712 0.0314
H 1.70309 -0.81850 -2.45026 -0.1324 0.0281 0.0409
H 0.43801 -1.66425 -1.54008 0.0359 0.1347 -0.0501
H -0.00343 -0.58529 -2.87909 0.0850 0.0025 0.1361
H 1.15474 0.08351 0.72033 0.1016 0.1030 -0.0754
C -0.32554 -0.29827 2.38857 -0.1731 0.0164 -0.0520
C -1.29875 -0.00156 1.52933 0.1400 -0.0333 0.1025
H -0.04295 -1.32778 2.59704 -0.0533 0.1397 -0.0380
H 0.20575 0.47700 2.93677 -0.0878 -0.0976 -0.0851
H -1.84554 -0.77496 0.99492 0.1026 0.0921 0.0853
H -1.59755 1.02554 1.33072 0.0666 -0.1559 0.0546
```
Forces are in eV/Å.

Electronic structure analysis, Mulliken charges in units of e: -1.051, 0.128, -0.503, 0.655, -0.414, 0.276, 0.247, 0.359, 0.299, -0.751, -0.389, 0.297, 0.330, 0.246, 0.271

---

Below is a structure of composition C3H3ClN2, with properties calculated with wB97M-V/def2-TZVPD.

Results
**2S+1**: 3
**<S²>**: 2.03
**ΔE to the lowest compared entry with this formula, charge and spin**: 0.926 eV

Structure (XYZ):
```
9
Properties=species:S:1:pos:R:3:forces:R:3
C 0.25993 -0.53512 1.21594 0.0969 -0.3175 0.4094
C 0.96297 -0.24976 0.04969 0.0138 0.1789 0.4837
C -1.11349 0.47274 -0.49341 -3.4627 -0.3465 5.5496
N -1.00409 -0.26320 1.27687 -0.9956 1.1723 -2.9968
N 0.12606 0.30870 -0.87332 4.1531 -0.0027 -3.6256
Cl -2.43774 1.02453 -1.31598 0.0614 -0.3059 -0.1360
H 0.72825 -0.99531 2.07575 0.0990 -0.0618 0.0881
H 2.01266 -0.32971 -0.14287 0.2221 -0.1390 -0.0561
H 0.46546 0.56714 -1.79267 -0.1879 -0.1778 0.2836
```
Forces are in eV/Å.

Electronic structure analysis, Mulliken charges in units of e: 0.023, -0.325, 0.062, -0.512, -0.057, -0.155, 0.384, 0.390, 0.191